Molecular formula: C31H38Cl2N8O2PdS
Method: DFT, wB97M-V/def2-TZVPD

Calculated values
<S²>: 2.01
Multiplicity: 3
Energy relative to the best compared isomer or geometry (same formula, charge and spin): 0.0 kcal per mole
E_HOMO (alpha / beta): -7.03 / -6.97 eV
Orbital gap (alpha / beta): 0.27783 / 0.24395 Ha

Positions of all 83 atoms, in Å:
C: -4.14 2.43 1.59
C: 3.11 -2.73 -0.70
N: 2.16 -2.08 0.03
C: -3.54 3.62 1.33
H: 3.42 0.43 -1.94
C: 2.20 1.67 0.89
C: -1.92 -1.90 -5.27
C: 3.81 3.28 1.80
H: 1.46 1.49 3.38
C: -1.43 -0.56 2.76
H: 1.83 0.02 -1.30
N: 3.06 1.15 -0.01
H: 4.63 3.11 2.50
C: -1.37 -0.22 -3.04
H: 1.60 3.96 0.23
C: -1.52 -2.46 -4.06
H: -1.02 1.59 5.18
H: 4.56 0.79 1.41
C: -1.34 2.51 1.13
H: -0.43 -2.93 1.24
C: 2.59 0.82 -1.35
C: -2.14 3.68 1.08
Cl: -0.76 -2.39 -1.50
H: -3.53 0.20 4.95
C: -0.23 5.04 0.52
H: -1.41 -3.52 -3.94
N: 0.90 1.52 0.73
H: 5.28 -5.11 -0.27
O: 1.35 -1.27 1.94
C: 2.22 -1.97 1.36
H: -2.20 5.81 0.76
C: -1.26 -1.61 -3.00
H: 4.37 -0.46 0.17
C: 1.97 2.43 3.18
N: 4.13 -3.38 0.03
Cl: -1.96 2.00 -4.50
H: 3.40 4.29 1.98
H: -3.84 0.31 1.86
C: -2.66 -0.47 4.88
C: -2.01 1.28 1.47
C: -1.42 -2.75 1.69
H: 5.15 1.08 -0.24
H: -1.23 -3.30 4.43
H: -2.36 -0.07 -6.30
S: -1.07 0.86 -1.69
C: -3.37 1.26 1.66
C: 0.57 3.88 0.53
H: -4.11 4.54 1.27
H: -5.21 2.38 1.75
C: 4.18 -3.33 1.38
H: -2.99 -1.44 4.54
H: 0.21 6.00 0.27
C: -2.05 -0.53 -5.37
N: 2.76 2.29 1.97
N: -1.31 -1.91 2.85
H: 4.85 -4.19 -1.74
C: -1.38 1.47 4.16
O: 3.13 -2.75 -1.92
H: 4.20 3.25 0.79
Pd: 0.14 -0.38 0.03
H: -0.60 1.78 3.47
C: 3.27 -2.65 2.10
C: 4.36 0.61 0.36
H: -1.84 -3.71 1.99
H: 2.13 1.68 -1.84
C: 0.06 2.65 0.84
H: -2.22 -0.57 5.88
C: -1.56 4.94 0.79
N: -1.30 0.07 1.61
H: 3.31 -2.60 3.18
H: -0.36 -1.78 4.71
C: 5.16 -4.11 -0.70
H: 6.12 -3.59 -0.66
C: -0.61 -2.52 3.97
H: 5.00 -3.87 1.84
C: -1.77 0.28 -4.28
H: -2.13 -2.54 -6.12
H: -2.24 2.12 4.01
N: -1.70 0.08 3.94
H: 1.25 3.25 3.12
H: -2.07 -2.29 0.95
H: 2.66 2.64 4.01
H: 0.32 -2.96 3.60

Molecular formula: CH2BF3
Method: DFT, wB97M-V/def2-TZVPD

Calculated values
Energy relative to the best compared isomer or geometry (same formula, charge and spin): 28.1 kcal per mole
E_HOMO: -11.56 eV
Orbital gap: 0.42600 Ha

Positions of all 7 atoms, in Å:
F: -0.98 0.37 -1.39
F: 1.26 -0.72 -0.98
H: 0.28 1.04 0.24
B: -0.79 0.22 -0.04
F: 1.29 -0.63 1.19
H: -1.57 0.20 0.88
C: 0.50 -0.47 0.10

Molecular formula: C18H58F6N4O9P
Method: DFT, wB97M-V/def2-TZVPD

Calculated values
Total charge: -1
E_HOMO: -6.55 eV
Orbital gap: 0.33037 Ha

Positions of all 96 atoms, in Å:
F: 13.39 21.95 -19.10
H: 15.78 24.18 -22.85
H: 15.99 19.81 -17.56
O: 16.94 17.16 -19.17
H: 12.11 20.30 -15.00
C: 17.18 18.23 -17.05
H: 17.09 19.38 -18.67
H: 12.80 23.94 -20.86
H: 17.39 24.89 -22.82
H: 10.33 20.89 -21.19
H: 9.88 20.78 -18.23
H: 15.66 18.48 -15.52
H: 11.98 20.71 -11.02
H: 16.73 28.23 -19.34
H: 9.89 17.65 -18.01
C: 10.14 24.84 -20.02
H: 15.77 22.45 -19.84
H: 10.47 18.41 -13.32
C: 12.70 19.69 -14.32
C: 11.53 24.17 -15.35
C: 16.73 18.27 -15.59
H: 9.49 24.88 -22.54
H: 16.04 15.39 -19.80
H: 11.30 18.21 -18.08
O: 9.62 20.25 -21.17
H: 13.74 20.01 -14.41
H: 17.66 23.78 -20.50
H: 15.34 21.46 -10.57
H: 14.65 20.06 -21.36
O: 13.86 20.75 -11.78
H: 12.45 23.01 -16.91
H: 13.67 21.42 -9.83
C: 11.96 24.03 -21.57
H: 12.66 18.66 -14.68
C: 16.01 25.11 -20.11
H: 11.75 25.94 -20.93
H: 15.37 17.33 -17.70
H: 12.52 24.59 -15.14
H: 16.40 26.92 -18.18
C: 12.45 20.81 -12.00
N: 10.68 19.31 -12.91
H: 14.92 25.15 -20.27
H: 13.75 23.28 -24.23
H: 12.16 21.77 -12.45
H: 8.47 20.18 -18.39
H: 11.84 24.61 -17.40
H: 15.82 21.05 -21.61
O: 8.98 20.98 -18.56
H: 12.68 22.19 -23.41
O: 12.50 24.18 -22.86
H: 16.05 24.85 -19.04
H: 13.99 22.74 -22.52
F: 13.03 18.74 -18.89
H: 9.45 24.01 -20.21
C: 13.28 23.10 -23.26
O: 11.20 23.10 -14.48
H: 14.89 22.97 -20.98
H: 17.17 19.13 -15.08
H: 17.15 23.17 -22.91
H: 9.54 25.71 -19.75
F: 14.79 20.15 -19.17
C: 16.04 16.47 -20.01
C: 14.27 21.60 -10.72
C: 16.78 24.07 -22.42
H: 14.19 22.64 -11.07
O: 16.64 26.37 -20.21
H: 15.01 16.84 -19.95
C: 16.44 17.16 -17.84
H: 11.77 22.38 -14.77
N: 15.87 22.76 -20.80
O: 10.63 17.91 -17.46
H: 18.23 17.95 -16.92
H: 10.84 25.00 -15.18
H: 16.38 16.55 -21.05
F: 11.59 20.45 -18.66
C: 11.02 25.18 -21.21
H: 9.16 20.43 -20.32
C: 16.67 23.99 -20.91
N: 10.14 25.62 -22.28
H: 17.03 17.39 -15.02
P: 13.20 20.34 -18.92
H: 10.68 24.59 -19.11
N: 16.95 19.53 -17.67
H: 11.46 23.06 -21.39
O: 15.47 20.17 -21.88
C: 16.24 27.27 -19.21
C: 11.62 23.71 -16.82
H: 10.15 20.00 -13.42
H: 10.65 23.39 -17.19
H: 10.71 25.66 -23.13
C: 12.10 19.64 -12.90
F: 13.51 20.52 -17.36
H: 15.16 27.46 -19.31
F: 12.91 20.34 -20.53
H: 16.63 16.13 -17.49
H: 12.49 18.75 -12.38

Molecular formula: C4H6O2
Method: DFT, wB97M-V/def2-TZVPD

Calculated values
Energy relative to the best compared isomer or geometry (same formula, charge and spin): 111.3 kcal per mole
E_HOMO: -8.80 eV
Orbital gap: 0.34590 Ha

Positions of all 12 atoms, in Å:
H: 0.86 -1.24 -0.93
C: 0.64 -0.24 -0.53
C: -0.64 -0.24 0.28
H: -1.81 -0.01 -1.32
C: 1.82 0.19 0.32
H: -0.62 -0.97 1.09
H: 2.79 0.27 -0.21
O: -1.84 -0.54 -0.50
H: 0.56 0.45 -1.38
O: 1.74 0.43 1.50
H: -2.08 0.87 1.28
C: -1.42 1.01 0.40